Molecular formula: C6H11N
Method: DFT, ωB97M-V/def2-TZVPD

Positions of all 18 atoms, in Å:
C1 -0.29811 1.66692 -1.96418
C2 -0.10656 0.46615 -1.41558
C3 -0.19763 -0.00424 -0.03077
C4 0.07738 0.76514 1.03880
N1 0.81689 1.93546 1.03753
C5 -0.67323 -1.42988 0.18868
C6 0.43967 -2.29536 0.76658
H1 -0.06783 2.62024 -1.49547
H2 -0.75624 1.84202 -2.93063
H3 0.02151 -0.36130 -2.11490
H4 -0.55715 0.66846 1.92114
H5 0.76477 2.47670 1.88124
H6 0.88364 2.40340 0.15044
H7 -0.96524 -1.85341 -0.77335
H8 -1.55200 -1.36302 0.83069
H9 0.04832 -3.24398 1.15032
H10 1.27289 -2.44753 0.08564
H11 0.84892 -1.84576 1.67382

## Properties
Maximum force ... 1.31 eV/Å
HOMO-LUMO gap ... 8.4 eV
LUMO ... 1.014 eV
Energy ... -7888.42280 eV
Net charge ... 0
SMILES ... C=C/C(=C\N)CC

***

Molecular formula: C3H7NO2
Method: DFT, ωB97M-V/def2-TZVPD

Positions of all 13 atoms, in Å:
C1 -1.63364 0.27048 -0.19388
C2 -0.27167 -0.16623 0.33899
O1 -0.00738 -1.55581 0.17423
C3 0.85551 0.70501 -0.24748
N1 2.07165 0.09595 -0.24070
O2 0.65436 1.84258 -0.63901
H1 -1.92688 1.21635 0.26796
H2 -2.39203 -0.48042 0.05041
H3 -1.62652 0.43133 -1.27730
H4 -0.24950 -0.03106 1.42767
H5 -0.37458 -1.84072 -0.67220
H6 2.15173 -0.87021 0.03330
H7 2.87143 0.55506 -0.64662

## Properties
Maximum force ... 0.52 eV/Å
HOMO-LUMO gap ... 10.4 eV
LUMO ... 0.776 eV
Energy ... -8810.06892 eV
Net charge ... 0
SMILES ... C[C@@H](O)C(N)=O

***

Molecular formula: C4H13NO2
Method: DFT, ωB97M-V/def2-TZVPD

Positions of all 20 atoms, in Å:
C1 -0.76674 -0.17858 1.17330
N1 0.49515 -0.41965 1.79020
C2 1.48529 -0.93006 0.87828
C3 0.67335 -1.45393 -0.31452
C4 -0.50899 -0.48969 -0.32717
H1 -1.03755 0.87947 1.27128
H2 -1.58282 -0.76601 1.60761
H3 0.84137 0.07538 2.61188
H4 2.15088 -1.57902 1.45067
H5 2.12914 -0.11985 0.50783
H6 1.34119 -1.46174 -1.17352
H7 0.34256 -2.48170 -0.16904
H8 -1.40732 -0.88715 -0.79248
H9 -0.32477 0.46383 -0.82454
H10 0.91776 2.93360 2.22224
H11 0.96359 2.71511 0.73164
O1 0.39233 3.03661 1.43422
H12 -1.43317 0.32243 -3.54177
H13 -2.77940 0.02203 -4.15803
O2 -1.89186 0.31891 -4.37809

## Properties
Maximum force ... 1.20 eV/Å
HOMO-LUMO gap (alpha / beta) ... 10.5 / 6.3 eV
Multiplicity ... 2
LUMO (alpha / beta) ... -3.534 / -7.783 eV
Energy ... -9935.34991 eV
Net charge ... +1

***

Molecular formula: C22H20N4O3
Method: DFT, ωB97M-V/def2-TZVPD

Positions of all 49 atoms, in Å:
C1 -4.80236 -3.34592 -0.54786
O1 -3.83213 -2.68785 0.22720
C2 -3.77486 -1.32634 0.16860
C3 -4.57757 -0.52431 -0.62251
C4 -4.40662 0.85326 -0.64486
C5 -3.43716 1.44517 0.14258
N1 -3.22932 2.83149 0.09318
C6 -2.04211 3.49569 0.01933
O2 -1.99576 4.70890 0.05905
C7 -0.83536 2.65060 -0.13236
C8 0.42123 2.87369 0.43345
C9 1.20033 1.80363 0.00660
N2 2.46030 1.45722 0.22908
C10 2.91383 0.35302 -0.32363
C11 4.31769 0.01693 -0.06692
C12 5.05352 -0.79292 -0.93006
C13 6.37805 -1.08065 -0.65766
C14 6.98593 -0.56866 0.47646
C15 6.26504 0.24595 1.33520
C16 4.94340 0.53988 1.06509
C17 2.07584 -0.48804 -1.10655
C18 0.77367 -0.14026 -1.33160
C19 -0.23262 -0.93888 -2.07978
N3 0.35325 1.02861 -0.79182
N4 -0.85821 1.54058 -0.88051
C20 -2.67175 0.65403 1.00117
C21 -2.80539 -0.72018 1.00056
O3 -2.05684 -1.57415 1.75344
C22 -1.05412 -1.03303 2.57608
H1 -4.65206 -3.17016 -1.61857
H2 -4.67579 -4.40655 -0.33677
H3 -5.81657 -3.04108 -0.26957
H4 -5.33689 -0.96167 -1.25021
H5 -5.02259 1.45803 -1.29217
H6 -4.04822 3.41962 0.00250
H7 0.71490 3.68708 1.06067
H8 4.60334 -1.17970 -1.83209
H9 6.94032 -1.70527 -1.33641
H10 8.01982 -0.79920 0.68666
H11 6.73765 0.65323 2.21679
H12 4.37030 1.17636 1.72072
H13 2.44894 -1.42085 -1.49407
H14 -1.00665 -1.28132 -1.39224
H15 -0.72167 -0.30805 -2.81996
H16 0.22971 -1.79442 -2.56243
H17 -1.96050 1.13717 1.65087
H18 -1.47282 -0.38352 3.35156
H19 -0.31257 -0.47074 1.99723
H20 -0.56850 -1.88642 3.04656

## Properties
Maximum force ... 1.11 eV/Å
HOMO-LUMO gap ... 7.9 eV
LUMO ... -0.015 eV
Energy ... -35241.12913 eV
Net charge ... 0
SMILES ... COc1ccc(NC(=O)c2cc3nc(-c4ccccc4)cc(C)n3n2)cc1OC

***

Molecular formula: C4H10N2OS
Method: DFT, ωB97M-V/def2-TZVPD

Positions of all 18 atoms, in Å:
O1 1.33683 -1.25887 1.79149
C1 0.60591 -0.76680 0.78150
N1 0.73214 -1.25392 -0.50431
C2 -0.11574 -0.62886 -1.51101
C3 0.23900 0.81921 -1.73301
S1 -1.38960 3.01834 -0.16575
C4 -0.41325 0.12265 1.12805
N2 -0.52929 0.61471 2.37751
H1 0.40015 -2.22476 -0.37827
H2 -1.19370 -0.81345 -1.41057
H3 0.00877 -1.12595 -2.48920
H4 1.31889 1.01504 -1.83145
H5 -0.16906 1.18946 -2.67185
H6 -0.14768 1.53723 -0.98591
H7 -1.23025 0.35885 0.48309
H8 1.88759 -1.96524 1.41447
H9 -0.05701 0.11418 3.11805
H10 -1.28369 1.24819 2.58716

## Properties
Maximum force ... 3.43 eV/Å
HOMO-LUMO gap (alpha / beta) ... 4.0 / 4.0 eV
Multiplicity ... 2
LUMO (alpha / beta) ... -8.003 / -7.797 eV
Energy ... -20160.68170 eV
Net charge ... +1

***

Molecular formula: C25H40NO4P
Method: DFT, ωB97M-V/def2-TZVPD

Positions of all 71 atoms, in Å:
O1 2.61352 -2.88608 5.50877
C1 1.62671 -2.27636 5.91108
O2 1.20443 -2.07790 7.05201
N1 0.76121 -1.67714 4.83164
C2 -0.02445 -2.58827 4.07800
O3 0.25173 -3.04990 3.01266
C3 -1.29600 -2.74265 4.87504
C4 -2.27375 -3.72327 4.86189
C5 -3.34144 -3.58527 5.74456
C6 -3.41941 -2.50932 6.62179
C7 -2.44056 -1.51678 6.62084
C8 -1.39666 -1.66069 5.72718
C9 -0.20326 -0.79435 5.42620
O4 -0.09539 0.38735 5.53254
H1 -2.20465 -4.56138 4.18457
H2 -4.13322 -4.31891 5.75986
H3 -4.24154 -2.42913 7.31748
H4 -2.46767 -0.66856 7.28637
C10 2.20432 2.05467 1.67591
C11 2.67467 1.12685 0.55875
C12 2.78716 1.83654 -0.79367
C13 1.45788 2.10018 -1.52253
P1 0.67363 0.71482 -2.36273
C14 1.96063 -0.05689 -3.38075
C15 2.80262 0.78724 -4.34916
C16 2.13937 1.29784 -5.63286
C17 1.38672 0.24126 -6.43688
C18 -0.56277 1.34830 -3.50606
C19 -1.83155 2.07593 -3.03463
C20 -2.89019 1.24064 -2.31561
C21 -3.25056 -0.07410 -2.99921
C22 0.15819 -0.68469 -1.36042
C23 -0.92123 -0.68974 -0.26538
C24 -0.98330 0.51516 0.68798
C25 -0.48949 0.15395 2.08057
H5 1.24550 2.52467 1.44424
H6 2.08652 1.50572 2.60888
H7 2.93423 2.84755 1.84753
H8 2.01606 0.25780 0.49657
H9 3.65844 0.73954 0.82865
H10 3.44784 1.26181 -1.44834
H11 3.27932 2.79869 -0.64126
H12 1.65668 2.82312 -2.32340
H13 0.74985 2.60726 -0.86433
H14 1.50902 -0.90731 -3.89733
H15 2.65066 -0.50547 -2.65974
H16 3.65298 0.16724 -4.64141
H17 3.22565 1.64159 -3.81434
H18 2.92621 1.71423 -6.26481
H19 1.48207 2.14306 -5.41808
H20 2.07590 -0.48161 -6.87526
H21 0.83321 0.71009 -7.25013
H22 0.66158 -0.30877 -5.83529
H23 -0.81263 0.55543 -4.21385
H24 -0.01506 2.09168 -4.09041
H25 -2.28790 2.51253 -3.92626
H26 -1.54874 2.91696 -2.39612
H27 -3.79205 1.84597 -2.20895
H28 -2.55637 1.05083 -1.29529
H29 -3.78092 0.10412 -3.93650
H30 -3.90297 -0.66518 -2.35707
H31 -2.37431 -0.68811 -3.21798
H32 1.08270 -1.08184 -0.92930
H33 -0.13294 -1.44467 -2.09669
H34 -0.76431 -1.60142 0.31458
H35 -1.89680 -0.83838 -0.72969
H36 -2.01732 0.85793 0.76994
H37 -0.41851 1.36735 0.30334
H38 -1.17982 -0.54304 2.55612
H39 -0.42020 1.03480 2.71817
H40 0.49074 -0.32356 2.04794

## Properties
Maximum force ... 2.13 eV/Å
HOMO-LUMO gap ... 6.3 eV
LUMO ... -0.517 eV
Energy ... -45541.97693 eV
Net charge ... 0